Record 1
{
  "formula": "C5H7ClO",
  "method": "the ωB97M-V functional and the def2-TZVPD basis",
  "species": ["C", "C", "C", "C", "Cl", "O", "C", "H", "H", "H", "H", "H", "H", "H"],
  "positions_angstrom": [[-2.7673, -1.5519, -0.6642], [-1.3748, -1.1908, -0.5822], [-0.4342, -0.5867, -0.1425], [0.8871, -0.0934, 0.1311], [2.2982, -0.9055, -0.8133], [0.9666, 1.2503, -0.0603], [2.0293, 1.9694, 0.6244], [-3.0184, -1.8630, 0.3888], [-3.0707, -2.3530, -1.4628], [-3.3861, -0.8119, -1.0310], [1.0194, -0.3235, 1.2297], [1.6260, 2.9776, 0.5284], [3.1177, 1.8960, 0.1973], [2.1071, 1.5864, 1.6566]],
  "atomic_forces_ev_per_a": [[-0.2, -3.8, -0.2], [-0.5, 0.9, 0.3], [0.8, -0.7, -1.7], [0.9, 0.1, 2.0], [-1.0, 0.0, 0.5], [0.7, 0.7, -0.2], [0.7, -0.7, -0.6], [-0.4, 0.1, -1.3], [1.1, 0.7, 1.8], [-1.0, 2.3, -0.1], [0.7, 0.0, -1.0], [0.6, 0.1, 0.5], [-2.2, -0.1, 0.2], [-0.2, 0.4, -0.2]],
  "e_homo_ev": -10.0,
  "gap_ev": 10.65,
  "energy_ha": -730.03443,
  "relative_energy_kcal_mol": 62.4
}

---

Record 2
{
  "formula": "C5H7ClO",
  "method": "the ωB97M-V functional and the def2-TZVPD basis",
  "species": ["O", "C", "Cl", "C", "C", "C", "C", "H", "H", "H", "H", "H", "H", "H"],
  "positions_angstrom": [[1.8237, 1.6876, 0.2161], [1.2553, 0.3893, 0.1574], [2.5992, -0.8261, -0.1342], [0.5476, 0.0321, 1.4425], [-0.5691, -0.6659, 1.2572], [-0.8349, -0.7068, -0.2279], [0.2086, 0.2672, -0.8492], [1.9279, 2.1545, -0.5958], [0.7791, 0.4603, 2.3734], [-1.1644, -1.1645, 1.9339], [-0.9181, -1.6251, -0.8242], [-1.7779, -0.2582, -0.2283], [0.7242, 0.0268, -1.7994], [-0.1445, 1.2845, -0.8729]],
  "atomic_forces_ev_per_a": [[-0.1, -1.1, 2.0], [1.3, 1.2, 1.5], [0.0, 0.1, 0.1], [-0.6, 0.1, 0.1], [2.8, 0.3, -2.8], [0.7, -0.2, -0.9], [-0.2, -0.7, -1.0], [0.0, -0.1, -1.3], [1.0, 0.2, 1.1], [-1.3, -0.5, 1.6], [0.2, -0.2, 0.7], [-1.8, 0.7, -0.9], [-1.0, -0.2, 0.2], [-0.8, 0.3, -0.4]],
  "e_homo_ev": -9.7,
  "gap_ev": 10.56,
  "energy_ha": -730.10816,
  "relative_energy_kcal_mol": 16.1
}